1.
4 unconnected molecules or ions with the total composition C29H41BClF24N4O7. Source: the OMol25 dataset; level of theory: ωB97M-V with the def2-TZVPD basis set.

Its gap between HOMO and LUMO is 0.2602 Ha. As for the charge: +1.

Cartesian coordinates (Å):
1 C -0.3084 2.8973 1.1235
2 C 0.8212 1.9904 1.6587
3 O 0.4815 0.6216 1.3525
4 B 1.4728 -0.0077 0.6126
5 O 2.5008 -0.5570 1.2947
6 C 1.2434 -0.0693 -0.9697
7 C 0.7307 -1.4494 -1.5237
8 N 1.2565 -2.6794 -0.9263
9 N -0.6929 -1.5192 -1.8156
10 C -1.4821 -1.2930 -0.8293
11 C -2.4805 -0.1600 -0.9424
12 C -1.5449 -2.0828 0.4527
13 C 1.3740 -1.4880 -3.0135
14 C 1.8271 -0.0423 -3.2567
15 C 0.9067 0.7663 -4.1903
16 C -0.3929 1.3187 -3.6144
17 O -1.4220 0.8801 -3.8486
18 N 2.2722 0.5301 -1.9189
19 Cl 3.6705 -0.5320 -1.5921
20 C 2.4892 1.9868 -1.8179
21 C 3.9332 2.4906 -1.5733
22 O 4.8475 2.1282 -2.5853
23 C 4.5179 2.2735 -0.1458
24 N 5.7011 1.4525 -0.0452
25 H 0.0755 3.9144 1.0439
26 H -1.1768 2.8936 1.7803
27 H -0.6488 2.5135 0.1574
28 H 0.8013 2.0876 2.7437
29 H 1.7575 2.3296 1.2091
30 H 2.2725 -0.5246 2.2374
31 H 0.3694 0.5848 -1.1146
32 H 1.0167 -2.7975 0.0487
33 H 2.2401 -2.8171 -1.0980
34 H -2.0313 0.7371 -1.3585
35 H -2.9401 0.0617 0.0231
36 H -3.3106 -0.4571 -1.5932
37 H -1.0999 -1.4679 1.2495
38 H -1.0121 -3.0273 0.3669
39 H -2.5615 -2.3294 0.7579
40 H 0.5567 -1.7165 -3.6899
41 H 2.1008 -2.2748 -3.1966
42 H 2.7530 -0.1081 -3.8373
43 H 0.6248 0.1092 -5.0120
44 H 1.4515 1.5914 -4.6643
45 H -0.3054 2.2301 -2.9724
46 H 1.8896 2.4000 -1.0030
47 H 2.1376 2.5290 -2.6974
48 H 3.8424 3.5817 -1.6777
49 H 4.4572 2.3251 -3.4418
50 H 3.7890 1.8585 0.5545
51 H 4.7792 3.2490 0.2715
52 H 6.4039 1.6619 -0.7364
53 H 5.5113 0.4694 0.0381
54 C 3.9806 -2.8358 2.9984
55 C 4.1258 -2.1249 4.3514
56 C 5.5197 -2.1395 4.9771
57 F 5.9317 -3.3966 5.2324
58 F 5.4909 -1.4734 6.1556
59 F 3.2131 -2.6174 5.2113
60 F 3.7883 -0.8108 4.1405
61 O 3.4671 -4.1542 3.0249
62 C 4.3529 -5.1956 3.2499
63 C 4.0418 -5.9379 4.5493
64 F 4.1087 -5.1006 5.6044
65 F 4.9490 -6.9192 4.7429
66 F 5.6236 -4.7532 3.2075
67 F 4.2054 -6.0549 2.2193
68 H 3.2299 -2.2668 2.4534
69 H 4.8863 -2.7652 2.3953
70 H 6.2480 -1.6478 4.3244
71 H 3.0418 -6.3762 4.5139
72 C -6.2565 -5.1376 -1.1398
73 C -4.9552 -4.5702 -0.5526
74 C -4.3988 -5.2935 0.6717
75 F -5.2542 -5.2557 1.7106
76 F -3.2516 -4.6796 1.0724
77 F -5.1170 -3.2510 -0.2901
78 F -4.0077 -4.6530 -1.5300
79 O -7.4562 -4.4907 -0.7592
80 C -8.0548 -4.8713 0.4292
81 C -8.0924 -3.7238 1.4374
82 F -6.8429 -3.2920 1.7190
83 F -8.6507 -4.1450 2.5928
84 F -7.4589 -5.9699 0.9320
85 F -9.3226 -5.2178 0.1307
86 H -6.1938 -4.9711 -2.2146
87 H -6.3220 -6.2194 -1.0228
88 H -4.1651 -6.3368 0.4427
89 H -8.6712 -2.8847 1.0456
90 C -3.0631 7.4195 -1.7059
91 C -2.8590 7.1760 -0.2022
92 C -1.7244 7.9575 0.4574
93 F -0.5252 7.6449 -0.0855
94 F -1.6636 7.6438 1.7733
95 F -2.7118 5.8472 0.0191
96 F -4.0111 7.5441 0.4173
97 O -2.4842 6.4633 -2.5826
98 C -1.1619 6.6153 -2.9347
99 C -0.3149 5.4482 -2.4322
100 F -0.3810 5.3477 -1.0887
101 F 0.9906 5.6304 -2.7613
102 F -0.6823 7.8001 -2.5183
103 F -1.1123 6.6241 -4.2841
104 H -4.1340 7.3259 -1.8796
105 H -2.8166 8.4406 -1.9959
106 H -1.8875 9.0353 0.3704
107 H -0.6567 4.5064 -2.8679

***

2.
3 unconnected molecules or ions with the total composition C8H28ClN3O8P2Si. Source: the OMol25 dataset; level of theory: ωB97M-V with the def2-TZVPD basis set.

Its structure (SMILES) is NC(N)(N)C[SiH2]Cl.COP(=O)(OC)OC.COP(=O)(OC)OC. Its gap between HOMO and LUMO is 0.2845 Ha. As for the charge: 0.

Cartesian coordinates (Å):
1 N 3.5002 -2.0294 0.5831
2 C 3.5639 -1.0525 -0.5078
3 N 2.3983 -0.2045 -0.4122
4 N 3.5145 -1.8418 -1.7308
5 C 4.9730 -0.3291 -0.4948
6 Si 5.0339 1.4885 -0.0105
7 Cl 6.4640 1.8302 1.4533
8 H 3.7452 -1.5958 1.4668
9 H 4.1993 -2.7345 0.3922
10 H 2.3244 0.4807 -1.1473
11 H 2.2319 0.1803 0.5028
12 H 3.8268 -1.2711 -2.5065
13 H 2.5420 -2.0568 -1.9228
14 H 5.4503 -0.4717 -1.4634
15 H 5.5980 -0.8587 0.2236
16 H 3.7241 2.0495 0.3531
17 H 5.4839 2.2649 -1.1850
18 C -3.0126 0.5516 2.6820
19 O -1.9437 0.4745 3.6415
20 P -1.1970 -0.9696 3.7506
21 O -2.2658 -1.9311 4.0777
22 O -0.2953 -0.5402 5.0209
23 C -0.6576 0.5026 5.9217
24 O -0.0016 -1.9007 3.1585
25 C 0.8399 -1.3104 2.1338
26 H -3.3747 1.5770 2.6532
27 H -2.6479 0.2761 1.6932
28 H -3.8394 -0.0954 2.9683
29 H -1.6425 0.3268 6.3530
30 H -0.6268 1.4703 5.4266
31 H 0.0797 0.5027 6.7221
32 H 1.3315 -0.4086 2.5194
33 H 0.2440 -1.0555 1.2570
34 H 1.5899 -2.0327 1.8434
35 C -1.9242 1.4245 -5.3535
36 O -2.5007 0.4140 -4.5134
37 P -2.7674 0.8344 -2.9284
38 O -1.3259 1.1695 -2.6798
39 O -3.1505 -0.6326 -2.3985
40 C -2.9474 -1.8176 -3.1695
41 O -3.2393 1.5855 -1.5060
42 C -4.5614 2.1705 -1.5198
43 H -1.8829 1.0218 -6.3634
44 H -2.5343 2.3264 -5.3568
45 H -0.9169 1.6605 -5.0211
46 H -1.9063 -1.9125 -3.4729
47 H -3.6002 -1.8310 -4.0390
48 H -3.2069 -2.6589 -2.5312
49 H -5.3070 1.4051 -1.7515
50 H -4.6043 2.9632 -2.2697
51 H -4.7783 2.5917 -0.5423

***

3.
A molecular structure, C26H28BaBrN5O2. Source: the OMol25 dataset; level of theory: ωB97M-V with the def2-TZVPD basis set.

Its gap between HOMO and LUMO is 0.2218 Ha. As for the charge: 0.

Cartesian coordinates (Å):
1 Ba 1.2203 -1.0066 -0.3443
2 O 2.2650 3.1436 3.9089
3 C 3.2944 2.2576 3.7485
4 C 4.5763 2.5813 4.1771
5 C 5.6103 1.6667 4.0518
6 C 5.3625 0.4217 3.4995
7 C 4.0826 0.1141 3.0582
8 C 3.0334 1.0170 3.1581
9 C 1.6658 0.6070 2.6184
10 O 1.7151 -0.5276 1.8617
11 N 1.1152 1.7390 1.8228
12 N -0.1153 1.4412 1.3843
13 C -0.5824 1.8896 0.2873
14 C 0.0979 2.7153 -0.7182
15 Br -0.2951 2.0330 -2.4671
16 C 0.8260 3.7985 -0.4451
17 C 1.4924 4.8160 -1.2631
18 C 1.9557 5.9501 -0.5923
19 C 2.5930 6.9730 -1.2710
20 C 2.7847 6.8770 -2.6397
21 C 2.3391 5.7517 -3.3188
22 C 1.6953 4.7302 -2.6414
23 H 2.6029 3.9261 4.3557
24 H 4.7595 3.5585 4.6114
25 H 6.6042 1.9322 4.3880
26 H 6.1599 -0.3031 3.4019
27 H 3.8645 -0.8410 2.6018
28 H 0.9480 0.4850 3.4446
29 H 1.7663 2.1151 1.1252
30 H -1.6046 1.5984 0.0548
31 H 0.8862 3.9922 0.6246
32 H 1.8176 6.0209 0.4800
33 H 2.9498 7.8385 -0.7291
34 H 3.2914 7.6673 -3.1763
35 H 2.4960 5.6717 -4.3872
36 H 1.3592 3.8635 -3.1880
37 N -1.2232 -1.7533 1.0634
38 C -1.9762 -2.8319 0.4348
39 C -2.3686 -2.4280 -0.9796
40 N -1.1823 -2.1872 -1.8203
41 H -0.8045 -2.0110 1.9496
42 H -1.7930 -0.9338 1.2413
43 H -2.8796 -3.1237 0.9826
44 H -1.3352 -3.7175 0.3894
45 H -2.9379 -1.4963 -0.9309
46 H -3.0352 -3.1863 -1.4013
47 H -1.4294 -1.5970 -2.6065
48 H -0.8552 -3.0611 -2.2199
49 C 3.2860 -2.0170 -2.1237
50 C 3.6625 -0.7087 -1.8232
51 C 3.5239 0.3886 -2.7307
52 C 3.7935 1.6792 -2.3557
53 C 4.1531 2.0055 -1.0374
54 C 4.2706 0.9623 -0.1131
55 C 4.0358 -0.3421 -0.4866
56 C 4.4065 3.3559 -0.6505
57 N 4.6183 4.4421 -0.3272
58 H 3.6744 -2.8022 -1.4790
59 H 3.0308 -2.3443 -3.1234
60 H 3.2350 0.1810 -3.7549
61 H 3.7198 2.4717 -3.0880
62 H 4.5398 1.1839 0.9139
63 H 4.1428 -1.1247 0.2595

***

4.
A molecular structure, C36H44N7OPbS. Source: the OMol25 dataset; level of theory: ωB97M-V with the def2-TZVPD basis set.

Its gap between HOMO and LUMO is 0.2987 Ha. As for the charge: +1.

Cartesian coordinates (Å):
1 Pb 0.5667 0.6386 -0.1354
2 C -1.0874 -1.8144 3.9767
3 C -0.4778 -0.5517 4.5254
4 C -0.9459 0.0226 5.6998
5 C -0.3420 1.1522 6.2298
6 C 0.7513 1.7107 5.5881
7 C 1.2523 1.1593 4.4150
8 C 2.4718 1.7452 3.7514
9 C 0.6192 0.0319 3.8880
10 N 1.0925 -0.5432 2.6749
11 C 2.0470 -1.3815 2.7338
12 C 2.6911 -1.8317 4.0199
13 C 2.5628 -2.0103 1.4688
14 C 3.5291 -3.1540 1.6317
15 N 2.1948 -1.5684 0.3278
16 C 2.6324 -2.2604 -0.8376
17 C 2.0606 -3.4820 -1.1986
18 C 0.9864 -4.1557 -0.3840
19 C 2.5179 -4.1006 -2.3589
20 C 3.5312 -3.5455 -3.1179
21 C 4.0932 -2.3359 -2.7369
22 C 3.6469 -1.6725 -1.6049
23 C 4.2945 -0.3921 -1.1449
24 H -2.0624 -1.9997 4.4247
25 H -0.4530 -2.6760 4.2038
26 H -1.1946 -1.7664 2.8906
27 H -1.7919 -0.4265 6.2068
28 H -0.7189 1.5932 7.1431
29 H 1.2354 2.5862 6.0051
30 H 2.6023 2.7863 4.0420
31 H 2.4083 1.6919 2.6631
32 H 3.3707 1.2022 4.0573
33 H 2.2102 -1.3798 4.8811
34 H 3.7465 -1.5515 4.0275
35 H 2.6398 -2.9165 4.1137
36 H 4.3489 -2.8720 2.2911
37 H 3.9415 -3.4482 0.6719
38 H 3.0303 -4.0208 2.0706
39 H 0.5981 -3.5183 0.4086
40 H 1.3793 -5.0703 0.0657
41 H 0.1496 -4.4370 -1.0237
42 H 2.0734 -5.0447 -2.6540
43 H 3.8937 -4.0626 -3.9972
44 H 4.8918 -1.8998 -3.3255
45 H 5.0498 -0.0630 -1.8555
46 H 4.7755 -0.5257 -0.1732
47 H 3.5604 0.4088 -1.0285
48 C 1.1645 -1.3470 -5.2168
49 C -0.1069 -1.8667 -4.5539
50 N -1.0282 -0.7794 -4.2308
51 C -1.7785 -0.1944 -5.3504
52 C -1.2277 1.1237 -5.8897
53 C -1.1775 -0.2372 -3.0124
54 S -0.6186 -1.1629 -1.6013
55 N -1.9084 0.8375 -2.9271
56 C -1.8837 1.8577 -2.0855
57 O -0.8942 2.2056 -1.3957
58 C -3.1325 2.6699 -2.0411
59 C -4.0399 2.6595 -3.0977
60 C -5.2349 3.3519 -2.9927
61 C -5.5395 4.0497 -1.8309
62 C -4.6254 4.0855 -0.7871
63 C -3.4211 3.4097 -0.8983
64 H 1.8259 -2.1818 -5.4419
65 H 1.6871 -0.6634 -4.5453
66 H 0.9422 -0.8253 -6.1475
67 H 0.1420 -2.4046 -3.6438
68 H -0.6220 -2.5553 -5.2255
69 H -2.8039 -0.0473 -5.0096
70 H -1.7851 -0.9415 -6.1436
71 H -1.1549 1.8637 -5.0957
72 H -1.9004 1.5081 -6.6576
73 H -0.2431 0.9927 -6.3371
74 H -3.7976 2.1157 -4.0004
75 H -5.9347 3.3430 -3.8185
76 H -6.4823 4.5736 -1.7448
77 H -4.8499 4.6436 0.1135
78 H -2.6894 3.4458 -0.1026
79 N -4.1915 2.2416 3.1852
80 C -2.9782 2.5172 2.6534
81 C -2.2809 1.5893 1.8562
82 N -1.0910 1.8786 1.3668
83 C -0.5711 3.0832 1.6101
84 C -1.2716 3.9945 2.3764
85 N -2.4566 3.7177 2.9054
86 H -4.6169 1.3381 3.1023
87 H -4.6169 2.9352 3.7735
88 H -2.7053 0.6229 1.6050
89 H 0.3919 3.3224 1.1738
90 H -0.8664 4.9782 2.5827

***

5.
5 unconnected molecules or ions with the total composition BrH8O4. Source: the OMol25 dataset; level of theory: ωB97M-V with the def2-TZVPD basis set.

Its gap between HOMO and LUMO is 0.3223 Ha. As for the charge: -1.

Cartesian coordinates (Å):
1 Br -1.0910 0.5122 -0.3783
2 O 1.3116 -0.3073 1.9639
3 H 2.0461 -0.5003 1.3812
4 H 0.6447 0.0722 1.3917
5 O -2.5659 -2.5898 -0.2266
6 H -1.7702 -2.9888 0.1254
7 H -2.5619 -1.6984 0.1220
8 O -0.0197 3.2707 1.4970
9 H -0.1189 2.5582 0.8655
10 H 0.9087 3.5001 1.4559
11 O 1.1597 -0.9782 -2.8275
12 H 1.5936 -0.1780 -3.1237
13 H 0.4631 -0.6725 -2.2465

***

6.
2 unconnected molecules or ions with the total composition C4H12NO. Source: the OMol25 dataset; level of theory: ωB97M-V with the def2-TZVPD basis set.

Its gap between HOMO and LUMO is 0.4066 Ha. As for the charge: +1.

Cartesian coordinates (Å):
1 C -2.2786 0.9544 1.3435
2 C -1.2371 1.7136 0.5525
3 C -0.1534 0.8229 -0.0139
4 C -0.3637 -0.4164 -0.4357
5 N 0.7324 -1.0762 -1.2151
6 H -2.6400 0.0786 0.7983
7 H -1.8479 0.6520 2.2902
8 H -3.1726 1.5356 1.5682
9 H -1.6129 2.2177 -0.3421
10 H -0.6651 2.4333 1.1404
11 H 0.7003 1.3501 -0.4280
12 H -1.3227 -0.8873 -0.6158
13 H 0.4117 -1.9507 -1.6267
14 H 1.6394 -1.2176 -0.7538
15 H 0.9395 -0.5549 -2.0778
16 H 3.4269 -2.0486 0.6850
17 H 4.0699 -1.5008 -0.5887
18 O 3.3740 -2.1056 -0.2804

***

7.
A molecular structure, C37H34O6RhSb2. Source: the OMol25 dataset; level of theory: ωB97M-V with the def2-TZVPD basis set.

Its gap between HOMO and LUMO (spin up / spin down) is 0.2397 / 0.2398 Ha. As for the charge: +1.

Cartesian coordinates (Å):
1 Rh -0.4665 0.5352 -0.7178
2 C 3.0518 0.6057 0.9102
3 C 2.4779 -0.6824 1.5117
4 C 1.3208 -0.4380 2.4795
5 Sb -0.5929 -0.1967 1.6224
6 C -1.6897 1.0901 2.8392
7 C -2.1204 0.6256 4.0805
8 C -2.8181 1.4855 4.9157
9 C -3.0849 2.7854 4.5097
10 C -2.6632 3.2365 3.2675
11 C -1.9613 2.3898 2.4197
12 C -1.5290 -2.0493 1.7887
13 C -2.9081 -2.1111 1.5986
14 C -3.5445 -3.3420 1.6232
15 C -2.8062 -4.5007 1.8263
16 C -1.4328 -4.4379 2.0090
17 C -0.7873 -3.2089 1.9861
18 Sb 1.7933 1.6671 -0.4568
19 C 2.8239 1.5533 -2.2879
20 C 2.2683 0.7630 -3.2924
21 C 2.9195 0.6304 -4.5103
22 C 4.1211 1.2886 -4.7263
23 C 4.6732 2.0805 -3.7296
24 C 4.0272 2.2154 -2.5092
25 C 2.0396 3.6275 0.2151
26 C 3.3219 4.0109 0.6195
27 C 3.5515 5.3016 1.0724
28 C 2.5041 6.2105 1.1311
29 C 1.2297 5.8284 0.7426
30 C 0.9917 4.5383 0.2842
31 H 3.3071 1.3219 1.6936
32 H 3.9661 0.3764 0.3613
33 H 3.2841 -1.1525 2.0805
34 H 2.1957 -1.3897 0.7303
35 H 1.4961 0.4533 3.0854
36 H 1.1905 -1.2761 3.1670
37 H -1.9271 -0.3936 4.3954
38 H -3.1579 1.1364 5.8817
39 H -3.6342 3.4483 5.1654
40 H -2.8883 4.2465 2.9513
41 H -1.6616 2.7324 1.4388
42 H -3.4860 -1.2097 1.4292
43 H -4.6150 -3.3981 1.4769
44 H -3.3058 -5.4606 1.8400
45 H -0.8622 -5.3449 2.1588
46 H 0.2889 -3.1702 2.1087
47 H 1.3264 0.2507 -3.1319
48 H 2.4880 0.0176 -5.2907
49 H 4.6286 1.1886 -5.6767
50 H 5.6069 2.5983 -3.9053
51 H 4.4615 2.8495 -1.7455
52 H 4.1491 3.3105 0.5905
53 H 4.5461 5.5954 1.3811
54 H 2.6821 7.2170 1.4859
55 H 0.4112 6.5343 0.7970
56 H -0.0153 4.2589 -0.0005
57 C -1.2526 4.1892 -3.0248
58 O -0.6395 2.9332 -2.6148
59 C -1.0394 2.3969 -1.4706
60 O -1.8615 2.8860 -0.7030
61 H -0.4493 4.9124 -3.1346
62 H -1.9745 4.5191 -2.2855
63 H -1.7360 4.0093 -3.9801
64 O -1.8861 -1.0998 -1.4638
65 C -0.9595 -1.8964 -1.2180
66 O 0.1456 -1.4243 -0.6974
67 C -1.0743 -3.3465 -1.4393
68 C 0.0365 -4.1659 -1.2820
69 C -0.0587 -5.5499 -1.4421
70 C -1.3030 -6.0454 -1.7475
71 O -1.6561 -7.3431 -1.9303
72 C -3.0485 -7.3362 -2.2777
73 O -3.5104 -5.9865 -2.1858
74 C -2.4109 -5.2272 -1.9041
75 C -2.3369 -3.8709 -1.7667
76 H 0.9891 -3.7195 -1.0319
77 H 0.7954 -6.2023 -1.3324
78 H -3.5957 -7.9572 -1.5703
79 H -3.1655 -7.6942 -3.3012
80 H -3.1940 -3.2239 -1.8867

***

8.
C4H8O2 in the gas phase. Source: the OMol25 dataset; level of theory: ωB97M-V with the def2-TZVPD basis set.

Its structure (SMILES) is C[C@H](C=O)CO. Its gap between HOMO and LUMO is 0.4006 Ha. As for the charge: 0.

Cartesian coordinates (Å):
1 C 0.9483 0.8662 -0.9102
2 C 0.3919 -0.3524 -0.1596
3 C 0.0309 0.0206 1.3049
4 O -1.1410 -0.5980 1.7771
5 C -0.8518 -0.8386 -0.8742
6 O -1.8739 -0.1907 -0.9169
7 H 1.2431 0.6261 -1.9380
8 H 1.8230 1.2758 -0.3925
9 H 0.1767 1.6417 -0.9486
10 H 1.1279 -1.1646 -0.1721
11 H 0.8334 -0.3168 1.9643
12 H -0.0370 1.1144 1.3895
13 H -1.8667 -0.2538 1.2393
14 H -0.8047 -1.8299 -1.3631

***

Strongest force on any atom, respectively: 0.105 0.171 0.018 0.013 0.018 0.031 0.051 0.007 Eh/bohr.
Molar mass, respectively: 1059.88 419.81 659.78 830.06 151.96 90.15 921.10 88.11 g/mol.
E, respectively: -129440.3817 -68578.7478 -109697.5064 -66604.7727 -78365.7675 -7872.8842 -67281.4583 -8372.0076 eV.